--- P ---
8 unconnected molecules or ions with the total composition C51H113N5O8, computed with ωB97M-V/def2-TZVPD.

Properties
**Net charge**: 0
**Spin multiplicity**: 1
**Molar mass**: 924.5 g/mol
**HOMO-LUMO gap**: 8.087 eV
**Lowest unoccupied orbital energy**: 0.32 eV

Bonds (Å) are listed after each position.
Element x y z (Å)
1 H -2.3917 -6.9646 4.1028  C21 1.090
2 C -2.2294 -7.3862 1.6650  C16 1.619, H45 1.090, C49 1.490, H168 1.090
3 H -1.8582 8.5113 3.8897  C66 1.090
4 H -1.3955 -10.9208 4.7130  C156 1.090
5 H 1.0326 10.1412 5.1628  C177 1.090
6 H 0.2047 -6.0562 0.7885  C110 1.090
7 C 0.1772 10.1100 3.1199  C79 1.569, H88 1.090, H174 1.090, C177 1.618
8 H -0.0078 5.9938 5.0065  O80 0.960
9 H 9.2349 2.4595 -1.5066  C106 1.090
10 H 9.1065 1.5284 -8.4956  C59 1.090
11 H -6.2393 -4.4740 -4.3843  C48 1.090
12 H -4.4975 -0.2337 -5.7409  C154 1.090
13 C 9.6949 2.7564 3.4119  H29 1.090, C75 1.591, C124 1.565, H169 1.090
14 H -9.4060 1.3509 0.3837  C153 1.090
15 C -8.9004 2.3045 2.3567  C92 1.525, H95 1.090, H120 1.090, C153 1.516
16 C -0.8791 -7.1285 2.5196  C2 1.619, C21 1.638, N90 1.475, C110 1.616
17 H -1.0042 7.1328 2.2652  C151 1.090
18 H 8.7420 -3.4416 -2.6306  C83 1.090
19 O 7.0192 -3.3546 -3.7534  C83 1.460, H147 0.960
20 H 11.6758 2.4493 2.7038  C75 1.090
21 C -1.3636 -6.6179 3.9981  H1 1.090, C16 1.638, H149 1.090, H158 1.090
22 H -6.8287 0.2695 -6.4954  C107 1.090
23 C 11.4102 1.7831 -0.1598  H40 1.090, C144 1.550, H159 1.090, H163 1.090
24 H -6.7047 3.2032 0.9648  C143 1.090
25 C -4.8496 -2.3751 -5.8598  C97 1.550, H119 1.090, C154 1.548, H161 1.090
26 C 9.3829 -3.6229 -4.7478  C83 1.547, H125 1.090, H129 1.090, H130 1.090
27 H -9.0437 -1.4164 -5.1789  C138 1.090
28 C -0.2910 8.5079 5.2584  C66 1.514, N102 1.495, C175 1.510, C177 1.504
29 H 9.8215 2.3585 4.4187  C13 1.090
30 H -5.9226 2.6837 4.0248  C87 1.090
31 C 0.4989 0.8204 -1.4019  C39 1.574, H99 1.090, H105 1.090, H150 1.090
32 H -6.8901 -0.7492 -5.1138  C107 1.090
33 O 8.4103 1.0954 0.2320  N50 1.368, H128 0.960
34 C -5.1918 -4.0333 -7.7930  C97 1.633, H100 1.090, H103 1.090, H139 1.090
35 H -6.7947 1.6340 0.2823  C143 1.090
36 H -7.4509 2.3054 4.7812  C87 1.090
37 H 0.8418 8.9991 7.0385  C175 1.090
38 H 2.2572 9.4082 3.1558  C79 1.090
39 C 1.5115 0.0503 -2.3291  C31 1.574, H127 1.090, O131 1.491, H170 1.090
40 H 12.0931 1.2194 0.4760  C23 1.090
41 H -0.3630 7.6550 7.2907  C175 1.090
42 H 10.8110 0.2373 2.4830  C118 1.090
43 H 9.2226 1.9893 -6.7517  C59 1.090
44 H -7.2640 3.6637 3.6276  C87 1.090
45 H -2.9822 -6.6668 1.9874  C2 1.090
46 H -10.4486 -0.6128 1.4741  C135 1.090
47 H -9.7626 -2.0573 -6.6323  C138 1.090
48 C -5.7116 -4.7033 -5.3101  H11 1.090, H51 1.090, H58 1.090, C97 1.588
49 C -2.8801 -8.6745 2.0341  C2 1.490, H69 1.090, C108 1.518, H113 1.090
50 N 9.1569 1.9124 1.0355  O33 1.368, C124 1.504, C144 1.431
51 H -6.0185 -5.6997 -5.6282  C48 1.090
52 N -7.2292 -3.1451 -6.4950  O57 1.377, C97 1.505, C122 1.559
53 C -8.5331 -1.8683 3.0861  H111 1.090, H117 1.090, C142 1.546, H155 1.090
54 H 8.5623 -2.0208 -3.6321  C83 1.090
55 C 1.0659 7.5286 3.3695  C63 1.526, C79 1.673, N102 1.520, C151 1.525
56 H -6.7948 -1.4370 0.8871  C91 1.090
57 O -7.9882 -4.0877 -7.1515  N52 1.377, H73 0.960
58 H -4.6635 -4.8948 -5.0802  C48 1.090
59 C 8.8074 2.2415 -7.7274  H10 1.090, H43 1.090, C85 1.568, O146 1.407
60 H -0.0474 5.7825 2.9484  C151 1.090
61 H 7.5373 1.2923 3.8643  C116 1.090
62 H -6.3345 -0.1491 4.1917  O176 0.960
63 C 2.3626 6.7874 3.0567  C55 1.526, H65 1.090, H94 1.090, H126 1.090
64 H 0.7576 -11.2461 3.5261  C101 1.090
65 H 2.4822 6.3724 2.0559  C63 1.090
66 C -1.6476 7.9933 4.8253  H3 1.090, C28 1.514, H89 1.090, H121 1.090
67 H 0.9830 -10.7070 1.9460  C101 1.090
68 H -5.5504 2.0308 1.4365  C143 1.090
69 H -3.1866 -8.6019 3.0776  C49 1.090
70 H -0.4562 -11.7536 2.3995  C101 1.090
71 H 1.0173 -5.9195 2.3313  C110 1.090
72 H 10.1010 4.5944 1.2634  C82 1.090
73 H -8.3522 -4.6784 -6.4881  O57 0.960
74 H -8.4833 -1.6501 0.3133  C91 1.090
75 C 11.0456 3.3336 2.7994  C13 1.591, H20 1.090, C82 1.529, H165 1.090
76 H 1.7300 -8.3915 2.7170  O162 0.960
77 H -4.6259 -0.7328 -7.2989  C154 1.090
78 H 8.8625 3.9738 -0.5631  C106 1.090
79 C 1.2978 9.0705 2.7639  C7 1.569, H38 1.090, C55 1.673, H157 1.090
80 O 0.7068 6.3243 5.5558  H8 0.960, N102 1.427
81 H -1.3796 -10.0609 1.1103  C108 1.090
82 C 10.8170 3.7776 1.3544  H72 1.090, C75 1.529, H86 1.090, C144 1.595
83 C 8.4519 -3.1051 -3.6260  H18 1.090, O19 1.460, C26 1.547, H54 1.090
84 H -0.4568 -9.5202 5.1686  C156 1.090
85 C 7.2881 2.5992 -7.5797  C59 1.568, H145 1.090, H160 1.090, H173 1.090
86 H 11.7639 4.1426 0.9563  C82 1.090
87 C -6.9963 2.6297 3.8451  H30 1.090, H36 1.090, H44 1.090, C92 1.603
88 H 0.5539 11.1259 3.0004  C7 1.090
89 H -1.6954 6.9129 4.6888  C66 1.090
90 N -0.0573 -8.3448 2.6658  C16 1.475, C114 1.527, O162 1.423
91 C -7.7912 -0.9969 0.8448  H56 1.090, H74 1.090, H98 1.090, C142 1.551
92 C -7.4645 1.8257 2.5401  C15 1.525, C87 1.603, N115 1.453, C143 1.599
93 H -0.3506 -4.9597 2.0055  C110 1.090
94 H 2.1481 5.8150 3.4999  C63 1.090
95 H -9.4426 2.4339 3.2933  C15 1.090
96 H -6.4837 -1.4421 -8.6277  C141 1.090
97 C -5.7758 -3.5127 -6.3596  C25 1.550, C34 1.633, C48 1.588, N52 1.505
98 H -7.5702 -0.1463 0.2000  C91 1.090
99 H -0.1378 0.1782 -0.7934  C31 1.090
100 H -4.1655 -4.3990 -7.8241  C34 1.090
101 C 0.1856 -10.9121 2.6604  H64 1.090, H67 1.090, H70 1.090, C114 1.617
102 N 0.8043 7.5699 4.8659  C28 1.495, C55 1.520, O80 1.427
103 H -5.1346 -3.2014 -8.4949  C34 1.090
104 H -9.3494 -0.3568 -6.7200  C138 1.090
105 H -0.0879 1.5750 -1.9255  C31 1.090
106 C 9.6101 3.2266 -0.8293  H9 1.090, H78 1.090, H109 1.090, C144 1.530
107 C -6.6671 -0.7615 -6.1806  H22 1.090, H32 1.090, C122 1.546, C154 1.585
108 C -1.9427 -9.8681 2.0234  C49 1.518, H81 1.090, C114 1.544, H152 1.090
109 H 10.4083 3.7110 -1.3917  C106 1.090
110 C 0.0350 -5.9691 1.8617  H6 1.090, C16 1.616, H71 1.090, H93 1.090
111 H -7.5420 -2.1674 3.4273  C53 1.090
112 H -2.1182 -9.2404 4.6839  C156 1.090
113 H -3.6895 -8.8671 1.3298  C49 1.090
114 C -0.7688 -9.6525 3.0031  N90 1.527, C101 1.617, C108 1.544, C156 1.581
115 N -7.4516 0.4116 2.8725  C92 1.453, C142 1.489, O176 1.377
116 C 7.5868 1.6206 2.8261  H61 1.090, C124 1.532, H136 1.090, H137 1.090
117 H -9.1358 -2.6694 2.6582  C53 1.090
118 C 9.7958 0.3318 2.8685  H42 1.090, C124 1.523, H167 1.090, H171 1.090
119 H -4.9211 -2.2106 -4.7846  C25 1.090
120 H -8.9145 3.2601 1.8325  C15 1.090
121 H -2.4670 8.3710 5.4369  C66 1.090
122 C -7.6666 -1.7020 -6.8922  N52 1.559, C107 1.546, C138 1.585, C141 1.572
123 H 0.4122 6.6237 1.5809  C151 1.090
124 C 9.0856 1.6306 2.5111  C13 1.565, N50 1.504, C116 1.532, C118 1.523
125 H 9.1024 -3.4749 -5.7907  C26 1.090
126 H 3.1704 7.0366 3.7447  C63 1.090
127 H 1.0343 -0.7201 -2.9347  C39 1.090
128 H 7.5913 1.5738 0.0838  O33 0.960
129 H 9.3972 -4.7025 -4.5987  C26 1.090
130 H 10.3512 -3.1960 -4.4867  C26 1.090
131 O 2.4709 -0.4937 -1.3254  C39 1.491, H133 0.960
132 H -0.6642 10.6413 4.8777  C177 1.090
133 H 3.1878 -0.9092 -1.8102  O131 0.960
134 H 10.3881 2.9969 -8.3715  O146 0.960
135 C -9.8088 0.0059 2.1033  H46 1.090, H140 1.090, C142 1.584, C153 1.611
136 H 6.9496 0.9646 2.2330  C116 1.090
137 H 7.0665 2.5771 2.7772  C116 1.090
138 C -9.0658 -1.3048 -6.2629  H27 1.090, H47 1.090, H104 1.090, C122 1.585
139 H -5.7501 -4.8936 -8.1624  C34 1.090
140 H -10.1493 0.1099 3.1335  C135 1.090
141 C -7.5497 -1.3500 -8.4199  H96 1.090, C122 1.572, H164 1.090, H166 1.090
142 C -8.3477 -0.5917 2.2343  C53 1.546, C91 1.551, N115 1.489, C135 1.584
143 C -6.6133 2.1488 1.2258  H24 1.090, H35 1.090, H68 1.090, C92 1.599
144 C 10.2420 2.6173 0.4238  C23 1.550, N50 1.431, C82 1.595, C106 1.530
145 H 7.3687 3.4943 -6.9629  C85 1.090
146 O 9.5588 3.3789 -8.0749  C59 1.407, H134 0.960
147 H 6.8419 -4.2718 -3.5322  O19 0.960
148 H -0.7999 9.3182 7.1756  C175 1.090
149 H -1.2963 -5.5302 4.0227  C21 1.090
150 H 1.0533 1.4913 -0.7456  C31 1.090
151 C -0.0105 6.8038 2.5693  H17 1.090, C55 1.525, H60 1.090, H123 1.090
152 H -2.6110 -10.7093 2.2073  C108 1.090
153 C -9.7382 1.4613 1.4160  H14 1.090, C15 1.516, C135 1.611, H172 1.090
154 C -5.0978 -0.9229 -6.3349  H12 1.090, C25 1.548, H77 1.090, C107 1.585
155 H -9.0262 -1.4983 3.9850  C53 1.090
156 C -1.2436 -9.8633 4.4968  H4 1.090, H84 1.090, H112 1.090, C114 1.581
157 H 1.4017 8.8324 1.7053  C79 1.090
158 H -0.7751 -6.8898 4.8744  C21 1.090
159 H 12.0469 2.4203 -0.7736  C23 1.090
160 H 6.8655 2.9500 -8.5212  C85 1.090
161 H -3.8105 -2.4983 -6.1652  C25 1.090
162 O 1.1296 -8.1600 3.4295  H76 0.960, N90 1.423
163 H 10.9186 1.0723 -0.8240  C23 1.090
164 H -7.8800 -0.3335 -8.6336  C141 1.090
165 H 11.5862 4.0704 3.3936  C75 1.090
166 H -8.1981 -1.9808 -9.0280  C141 1.090
167 H 10.1934 0.3058 3.8831  C118 1.090
168 H -2.0872 -7.2190 0.5973  C2 1.090
169 H 8.9341 3.5360 3.4518  C13 1.090
170 H 2.0978 0.6841 -2.9944  C39 1.090
171 H 9.1280 -0.5109 2.6893  C118 1.090
172 H -10.5939 2.1327 1.3446  C153 1.090
173 H 6.6328 1.9565 -6.9918  C85 1.090
174 H -0.8031 10.0211 2.6517  C7 1.090
175 C -0.1218 8.5744 6.7572  C28 1.510, H37 1.090, H41 1.090, H148 1.090
176 O -6.2292 -0.1051 3.2385  H62 0.960, N115 1.377
177 C 0.0791 9.8607 4.7153  H5 1.090, C7 1.618, C28 1.504, H132 1.090

Atomic partial charges in e from the Mulliken method, atoms 1 to 4: 0.365, -1.079, 0.339, 0.415



--- Q ---
8 unconnected molecules or ions with the total composition C51H113N5O8, computed with ωB97M-V/def2-TZVPD.

Properties
**Net charge**: 0
**Spin multiplicity**: 1
**Molar mass**: 924.5 g/mol
**HOMO-LUMO gap**: 8.777 eV
**Lowest unoccupied orbital energy**: 0.45 eV

Bonds (Å) are listed after each position.
Element x y z (Å)
1 H 0.3545 4.7476 -6.3250  C7 1.143
2 H -1.4732 -1.2492 -3.6994  C111 1.107
3 C 0.0517 2.1143 -2.3799  C4 1.561, H41 1.077, H49 1.048, H117 1.085
4 C -0.0587 2.7620 -3.7961  C3 1.561, C5 1.544, C17 1.546, N151 1.473
5 C -0.3152 4.2757 -3.6366  C4 1.544, H22 1.093, H100 1.105, H125 1.147
6 C -5.7487 -1.9273 3.5669  C10 1.520, C37 1.505, H50 1.080, H85 1.053
7 C 1.3826 4.2520 -6.2669  H1 1.143, H30 1.075, H39 1.078, C44 1.528
8 O 6.1407 -2.0341 -1.8099  N28 1.388, H110 0.944
9 C -4.7784 -3.9975 -2.9675  H57 1.088, C119 1.596, H149 1.070, C175 1.511
10 C -5.4656 -1.4339 2.1571  C6 1.520, H20 1.101, C152 1.488, H172 1.064
11 H -5.7224 -2.8393 -1.4016  C119 1.085
12 H 2.6232 1.8393 4.1268  C86 1.087
13 H 1.0724 1.3202 1.8920  C16 1.111
14 C -3.1931 4.3796 1.0748  H72 1.062, C105 1.545, O141 1.366, C169 1.525
15 H -2.1040 -1.9190 1.8820  C133 1.098
16 C 0.5177 0.8671 1.0420  H13 1.111, H32 1.067, H93 1.110, C145 1.471
17 C -1.2824 2.2577 -4.5950  C4 1.546, H102 1.088, H123 1.129, C132 1.564
18 C -3.9351 -0.1938 0.6932  H74 1.106, H129 1.111, H139 1.091, C152 1.566
19 H 7.7802 1.0703 -0.3865  C118 1.099
20 H -6.1176 -0.5532 2.0530  C10 1.101
21 H 2.1175 -0.3536 -2.0384  C168 1.070
22 H 0.6057 4.8131 -3.3961  C5 1.093
23 H 2.8826 2.2076 -3.5977  O98 0.999
24 H 2.9176 1.3318 -5.6858  C80 1.105
25 N -3.7199 -0.0801 3.1055  O51 1.434, C142 1.419, C152 1.450
26 H 1.0633 0.9097 5.6199  O66 0.950
27 H 4.3887 1.7356 3.5373  C86 1.107
28 N 5.4329 -0.8469 -1.9332  O8 1.388, C97 1.488, C143 1.504
29 C 3.4193 -0.8114 7.5150  H68 1.111, C95 1.531, C137 1.586, H167 1.106
30 H 1.8202 4.3642 -7.2421  C7 1.075
31 H 8.0199 -0.3156 -1.3995  C118 1.125
32 H -0.4570 1.2808 0.9134  C16 1.067
33 C 4.7702 -0.8405 4.0306  C91 1.586, H120 1.128, H124 1.123, H160 1.113
34 C -3.8502 0.9957 5.1763  H67 1.084, H96 1.036, C142 1.528, H157 1.034
35 H 0.6035 2.3974 5.8060  O66 1.005
36 H 3.2776 2.8934 -6.5884  C80 1.103
37 C -5.4503 -0.7754 4.4883  C6 1.505, H71 1.080, C142 1.506, H163 1.116
38 H 1.6154 -0.9316 1.3038  C145 1.091
39 H 2.0563 4.6912 -5.5497  C7 1.078
40 H -3.9438 -2.6451 -1.3739  C119 1.089
41 H -0.9243 2.3156 -1.9709  C3 1.077
42 H -2.0100 -3.6755 -2.2702  C171 1.121
43 H 1.1658 -0.7340 3.8398  O89 0.959
44 C 1.2408 2.7581 -5.9783  C7 1.528, C46 1.574, C80 1.499, N151 1.480
45 H 0.8305 -0.8727 6.9566  C161 1.090
46 C 0.0134 2.0886 -6.7020  C44 1.574, H126 1.133, C132 1.519, H158 1.077
47 H -0.8558 -0.4922 2.5619  O159 0.970
48 H -2.5822 -0.8759 5.9212  C54 1.074
49 H 0.3253 1.1023 -2.3959  C3 1.048
50 H -6.7779 -2.2501 3.6190  C6 1.080
51 O -2.3942 0.4609 3.0200  N25 1.434, H127 0.984
52 H 2.4397 -2.2513 -0.7341  C115 1.139
53 H 5.0846 1.8225 -2.0251  C107 1.091
54 C -2.9392 -1.3618 5.0326  H48 1.074, H109 1.088, C142 1.575, H165 1.085
55 H -1.4700 3.5366 -6.3267  C132 1.058
56 H -4.3419 4.1388 -0.8150  C169 1.066
57 H -5.6162 -3.7809 -3.6265  C9 1.088
58 C 3.4351 0.9426 -0.9950  H63 1.066, C107 1.534, H146 1.072, C168 1.464
59 C 4.4784 0.8660 5.9110  H81 1.124, C91 1.536, C95 1.531, H134 1.146
60 H 4.5461 -2.8385 -3.5199  C177 1.087
61 O -2.7191 -2.6650 -5.6993  H84 0.981, N87 1.428
62 H -4.0163 3.1644 2.1801  O141 0.946
63 H 2.9443 1.8853 -1.0712  C58 1.066
64 H 6.3420 -1.4800 0.3468  C77 1.097
65 H -3.7350 0.6545 -4.3558  C166 1.129
66 O 0.2911 1.4629 5.6067  H26 0.950, H35 1.005
67 H -3.9776 0.8945 6.2483  C34 1.084
68 H 3.7588 -1.5804 8.2420  C29 1.111
69 H 4.8107 -0.6621 0.8177  C77 1.099
70 H -2.8778 -5.3401 -5.4757  C92 1.047
71 H -5.9948 0.1114 4.1989  C37 1.080
72 H -3.9125 4.9930 1.5596  C14 1.062
73 H -4.5133 -4.7956 -5.5096  C92 1.061
74 H -4.8185 -0.4973 0.1012  C18 1.106
75 H -1.6510 5.1933 2.4060  C105 1.115
76 H 5.5304 -0.7547 7.0802  C95 1.104
77 C 5.8442 -0.5110 0.4756  H64 1.097, H69 1.099, C97 1.539, H114 1.113
78 H 3.4768 -2.9991 4.8336  C106 1.079
79 H -2.1588 1.9363 -6.5279  C132 1.074
80 C 2.5334 2.1085 -6.3711  H24 1.105, H36 1.103, C44 1.499, H103 1.160
81 H 5.4129 1.3593 5.5288  C59 1.124
82 H 2.8985 -3.6843 6.4026  C106 1.111
83 H -1.0054 -1.2221 -0.0382  C173 1.077
84 H -1.9369 -2.1588 -5.3916  O61 0.981
85 H -5.0978 -2.7338 3.7546  C6 1.053
86 C 3.4064 1.2427 3.6672  H12 1.087, H27 1.107, C91 1.544, H150 1.051
87 N -3.6635 -2.6541 -4.6281  O61 1.428, C135 1.406, C175 1.498
88 H -3.3180 -0.3856 -5.7045  C166 1.075
89 O 2.0273 -1.1191 4.0124  H43 0.959, N154 1.432
90 H 3.8687 -3.2920 -0.9949  C115 1.154
91 C 3.7789 0.1828 4.7269  C33 1.586, C59 1.536, C86 1.544, N154 1.438
92 C -3.7139 -5.1117 -4.8884  H70 1.047, H73 1.061, H121 1.121, C175 1.537
93 H 1.0471 1.0999 0.0950  C16 1.110
94 H -0.9785 4.5670 0.8038  C105 1.091
95 C 4.6856 -0.0457 7.1229  C29 1.531, C59 1.531, H76 1.104, H131 1.071
96 H -2.8869 1.3654 5.0802  C34 1.036
97 C 5.8269 0.1593 -0.9099  N28 1.488, C77 1.539, C107 1.506, C118 1.526
98 O 2.2753 2.9520 -3.8719  H23 0.999, N151 1.438
99 H 3.8938 -1.8267 0.0220  C115 1.048
100 H -0.8043 4.7158 -4.5240  C5 1.105
101 H -1.3876 -3.8119 -3.9474  C171 1.125
102 H -2.1105 2.7486 -4.0879  C17 1.088
103 H 2.3731 1.5332 -7.3651  C80 1.160
104 H -1.8784 6.0574 1.0247  C105 1.058
105 C -1.8182 5.0418 1.3140  C14 1.545, H75 1.115, H94 1.091, H104 1.058
106 C 3.3945 -2.8285 5.8961  H78 1.079, H82 1.111, H112 1.099, C137 1.562
107 C 4.9131 1.3477 -1.0575  H53 1.091, C58 1.534, C97 1.506, H164 1.097
108 H -2.4003 -1.7148 -2.2023  C111 1.071
109 H -2.1600 -1.5824 4.3064  C54 1.088
110 H 6.5493 -2.2715 -2.6273  O8 0.944
111 C -2.4051 -1.1464 -3.1104  H2 1.107, H108 1.071, C135 1.515, H148 1.114
112 H 4.4287 -2.8822 6.2629  C106 1.099
113 H 3.3140 0.4576 -3.0656  C168 1.084
114 H 6.3700 0.0914 1.2505  C77 1.113
115 C 3.5631 -2.1829 -0.9070  H52 1.139, H90 1.154, H99 1.048, C143 1.549
116 H 4.2950 -1.2585 -4.1977  C177 1.097
117 H 0.7820 2.5548 -1.7085  C3 1.085
118 C 7.2850 0.5103 -1.1916  H19 1.099, H31 1.125, C97 1.526, H128 1.049
119 C -4.8279 -2.7249 -2.0051  C9 1.596, H11 1.085, H40 1.089, C144 1.500
120 H 4.2567 -1.3655 3.1750  C33 1.128
121 H -3.9579 -5.9736 -4.2150  C92 1.121
122 H 0.2849 -2.3743 0.0807  C173 1.073
123 H -1.5995 1.1930 -4.3920  C17 1.129
124 H 5.5834 -0.2453 3.5341  C33 1.123
125 H -1.0428 4.2520 -2.7503  C5 1.147
126 H 0.1117 2.3902 -7.7898  C46 1.133
127 H -2.5077 1.3874 2.7075  O51 0.984
128 H 7.3025 1.0705 -2.0780  C118 1.049
129 H -4.0578 0.8755 0.9688  C18 1.111
130 H 0.5796 -0.8687 -0.8095  C173 1.083
131 H 4.8570 0.6205 7.9438  C95 1.071
132 C -1.3342 2.5041 -6.1387  C17 1.564, C46 1.519, H55 1.058, H79 1.074
133 C -3.1515 -2.2465 1.8519  H15 1.098, H138 1.107, C152 1.548, H162 1.093
134 H 3.7761 1.7040 6.2536  C59 1.146
135 C -3.6593 -1.4475 -3.9056  N87 1.406, C111 1.515, C144 1.597, C166 1.532
136 H -5.7271 -1.3886 -3.5223  C144 1.106
137 C 2.6923 -1.4861 6.2769  C29 1.586, C106 1.562, N154 1.511, C161 1.482
138 H -3.2438 -2.6091 0.8102  C133 1.107
139 H -3.0976 -0.4798 0.0548  C18 1.091
140 H 1.3559 -2.3624 7.6181  C161 1.073
141 O -3.2481 3.1315 1.6285  C14 1.366, H62 0.946
142 C -4.0063 -0.3497 4.4684  N25 1.419, C34 1.528, C37 1.506, C54 1.575
143 C 3.9825 -1.2277 -2.0515  N28 1.504, C115 1.549, C168 1.525, C177 1.590
144 C -4.8558 -1.4848 -2.8482  C119 1.500, C135 1.597, H136 1.106, H174 1.049
145 C 0.5825 -0.5917 1.2158  C16 1.471, H38 1.091, O159 1.408, C173 1.491
146 H 3.2493 0.5772 -0.0045  C58 1.072
147 H -2.7348 3.4743 -0.8600  C169 1.106
148 H -2.3980 -0.0576 -2.8745  C111 1.114
149 H -4.8739 -4.9721 -2.5351  C9 1.070
150 H 2.9483 0.8926 2.7883  C86 1.051
151 N 1.1463 2.3771 -4.5517  C4 1.473, C44 1.480, O98 1.438
152 C -4.0486 -0.9977 2.0320  C10 1.488, C18 1.566, N25 1.450, C133 1.548
153 H -2.9966 5.2145 -0.9784  C169 1.131
154 N 2.5741 -0.4689 5.1657  O89 1.432, C91 1.438, C137 1.511
155 H -1.9460 -5.2124 -3.0556  C171 1.105
156 H 2.8501 -2.0702 -3.7774  C177 1.103
157 H -4.5225 1.7140 4.8595  C34 1.034
158 H 0.1141 1.0189 -6.6317  C46 1.077
159 O -0.0212 -0.9695 2.4306  H47 0.970, C145 1.408
160 H 5.2362 -1.5825 4.7165  C33 1.113
161 C 1.3099 -1.8164 6.6950  H45 1.090, C137 1.482, H140 1.073, H176 1.054
162 H -3.4910 -2.9871 2.5802  C133 1.093
163 H -5.7795 -0.9295 5.5434  C37 1.116
164 H 5.1416 2.1574 -0.3530  C107 1.097
165 H -3.3782 -2.2783 5.4131  C54 1.085
166 C -3.9994 -0.3117 -4.8758  H65 1.129, H88 1.075, C135 1.532, H170 1.121
167 H 2.7032 -0.1044 7.9740  C29 1.106
168 C 3.1160 0.0263 -2.0908  H21 1.070, C58 1.464, H113 1.084, C143 1.525
169 C -3.3551 4.2875 -0.4388  C14 1.525, H56 1.066, H147 1.106, H153 1.131
170 H -5.0999 -0.3600 -5.0866  C166 1.121
171 C -2.2086 -4.1595 -3.2615  H42 1.121, H101 1.125, H155 1.105, C175 1.522
172 H -5.7375 -2.0657 1.3448  C10 1.064
173 C 0.0646 -1.3258 0.0261  H83 1.077, H122 1.073, H130 1.083, C145 1.491
174 H -4.8247 -0.5818 -2.3145  C144 1.049
175 C -3.5807 -3.9532 -3.8874  C9 1.511, N87 1.498, C92 1.537, C171 1.522
176 H 0.6671 -2.3221 6.0296  C161 1.054
177 C 3.9003 -1.9660 -3.4577  H60 1.087, H116 1.097, C143 1.590, H156 1.103

Atomic partial charges in e from the Mulliken method, atoms 1 to 4: 0.283, 0.409, -2.051, 2.769



Q is the most stable structure; the next one sits 0.2202 hartree above it.